Model P:
Formula: CHN2O3
Source: the OMol25 dataset
Level of theory: wB97M-V/def2-TZVPD

Its frontier orbital gap is 11.1 eV. Its LUMO energy is -6.5 eV. Its net charge is +1. As for the multiplicity: 1.

Each line ends with the Mulliken charge.
Geometry (Å):
C -1.719 -0.935 -0.134  0.658
N 1.749 0.292 0.199  -0.084
N 0.781 0.786 -0.081  0.962
O -2.851 -0.925 -0.068  -0.206
O 0.070 1.623 -0.429  -0.299
O -0.581 -0.692 -0.201  -0.444
H 2.551 -0.149 0.714  0.414



Model Q:
Formula: CHN2O3
Source: the OMol25 dataset
Level of theory: wB97M-V/def2-TZVPD

Its frontier orbital gap is 10.8 eV. Its LUMO energy is -6.5 eV. Its net charge is +1. As for the multiplicity: 1.

Each line ends with the Mulliken charge.
Geometry (Å):
C -1.285 -0.712 -2.938  0.565
N -0.024 0.913 0.512  -0.111
N -0.787 1.224 -0.239  1.002
O -1.538 -1.222 -3.907  -0.232
O -1.595 1.839 -0.718  -0.273
O -1.043 -0.241 -1.922  -0.386
H 0.777 0.424 1.019  0.435



Question: which arrangement is favored energetically? Ranking from most to least stable: model Q, model P.



Model P:
Formula: C8H15N2O
Source: the OMol25 dataset
Level of theory: wB97M-V/def2-TZVPD

Its frontier orbital gap is 10.5 eV. Its LUMO energy is -2.6 eV. Its net charge is +1. As for the multiplicity: 1.

Each line ends with the Mulliken charge.
Geometry (Å):
C -0.045 -3.119 -0.407  -0.443
C -1.658 0.988 0.580  -0.758
C 0.762 -2.091 0.375  -0.505
C -0.986 -1.928 -0.878  -0.653
C 0.992 2.564 -0.794  -0.285
C 1.976 1.489 -0.527  -0.328
C -0.990 1.421 1.922  -0.459
C -0.380 0.218 0.351  0.676
N -0.267 -1.097 0.070  0.292
N 0.639 1.157 -0.972  -0.177
O 0.191 0.733 1.493  -0.475
H 0.446 -3.696 -1.298  0.282
H -0.657 -3.829 0.133  0.287
H -2.582 0.427 0.677  0.328
H -1.701 1.821 -0.156  0.273
H 0.710 -2.180 1.481  0.271
H 1.677 -1.976 -0.074  0.290
H -0.737 -1.568 -1.803  0.333
H -2.146 -2.127 -0.831  0.243
H 0.600 2.986 0.150  0.165
H 0.843 3.199 -1.710  0.271
H 2.682 1.055 -1.196  0.327
H 2.224 1.359 0.542  0.152
H -1.087 2.442 1.801  0.260
H -1.167 1.043 2.957  0.319
H 0.659 0.709 -1.884  0.313



Model Q:
Formula: C8H15N2O
Source: the OMol25 dataset
Level of theory: wB97M-V/def2-TZVPD

Its frontier orbital gap is 8.7 eV. Its SMILES is C[C@H]1C=C2[NH2+]CCN2[C@H](O)C1. Its LUMO energy is -3.4 eV. Its net charge is +1. As for the multiplicity: 1.

Each line ends with the Mulliken charge.
Geometry (Å):
C 3.119 0.730 0.150  -1.441
C 1.790 0.054 -0.390  0.845
C 0.942 -0.370 0.815  -0.849
C -0.440 -0.204 0.887  -0.171
N -1.343 -0.705 1.922  0.031
C -2.723 -0.783 1.195  -0.482
C -2.487 -0.508 -0.223  -0.595
N -1.199 0.207 -0.190  -0.007
C -0.470 0.408 -1.396  0.114
O -0.468 -0.803 -2.024  -0.570
C 0.899 1.001 -1.180  -1.325
H 3.109 1.797 -0.012  0.408
H 3.940 0.297 -0.287  0.368
H 3.035 0.595 1.245  0.345
H 1.880 -0.900 -1.013  0.347
H 1.536 -0.753 1.662  0.396
H -1.100 -1.623 2.225  0.408
H -1.342 0.016 2.745  0.438
H -3.323 0.034 1.783  0.301
H -3.232 -1.775 1.494  0.367
H -2.437 -1.395 -0.839  0.331
H -3.199 0.195 -0.736  0.353
H -1.028 1.228 -1.855  0.345
H 0.140 -0.796 -2.717  0.359
H 1.030 2.011 -0.660  0.387
H 1.266 1.269 -2.201  0.298



Model R:
Formula: C8H15N2O
Source: the OMol25 dataset
Level of theory: wB97M-V/def2-TZVPD

Its frontier orbital gap is 11.3 eV. Its SMILES is Cc1n[n+](C)c(C(C)(C)C)o1. Its LUMO energy is -3.3 eV. Its net charge is +1. As for the multiplicity: 1.

Each line ends with the Mulliken charge.
Geometry (Å):
C -2.229 -2.534 1.871  -1.313
C -1.806 -1.391 1.118  0.925
N -2.408 -0.297 0.891  -0.984
N -1.530 0.496 0.309  0.889
C -1.928 1.815 -0.071  -0.705
C -0.410 -0.178 0.108  0.172
C 1.000 0.157 -0.409  1.552
C 1.649 1.019 0.724  -1.451
C 0.851 0.666 -1.841  -1.749
C 1.799 -1.119 -0.415  -1.769
O -0.554 -1.359 0.703  -0.280
H -3.005 -3.168 1.232  0.297
H -1.578 -3.280 2.185  0.353
H -2.802 -2.225 2.739  0.341
H -2.866 1.808 -0.632  0.295
H -2.185 2.245 0.966  0.323
H -1.104 2.167 -0.499  0.266
H 2.638 1.341 0.280  0.426
H 0.976 1.958 0.960  0.291
H 1.755 0.459 1.561  0.512
H 1.769 0.496 -2.265  0.542
H 0.089 0.177 -2.276  0.461
H 0.676 1.778 -1.756  0.324
H 2.834 -0.743 -0.529  0.477
H 1.850 -1.580 0.615  0.350
H 1.364 -1.821 -1.061  0.457



Question: which arrangement is favored energetically? Ranking from most to least stable: model Q, model R, model P.



Model P:
Formula: C7H9N3O
Source: the OMol25 dataset
Level of theory: wB97M-V/def2-TZVPD

Its frontier orbital gap (alpha / beta) is 7.8 / 8.0 eV. Its LUMO energy (alpha / beta) is 0.4 / 0.3 eV. As for the multiplicity: 1.

Each line ends with the Mulliken charge.
Geometry (Å):
C -3.032 -0.326 -0.743  -0.484
C -3.085 -0.005 0.637  -0.590
C -1.767 -0.060 -1.172  -0.398
C -1.849 0.440 1.000  -0.294
C 1.213 1.532 0.192  -0.189
C 0.273 0.687 -0.136  0.013
C 2.747 -0.005 -0.646  -0.271
N -1.038 0.421 -0.110  0.122
N 1.767 -1.010 -0.448  -0.253
N 1.908 -1.693 0.715  -0.411
O 2.533 1.199 0.115  -0.346
H -3.839 -0.709 -1.335  0.421
H -3.943 -0.091 1.275  0.419
H -1.312 -0.177 -2.135  0.351
H -1.478 0.786 1.945  0.390
H 1.095 2.565 0.502  0.453
H 3.755 -0.334 -0.362  0.295
H 2.716 0.261 -1.712  0.278
H 1.123 -2.308 0.879  0.259
H 2.213 -1.173 1.537  0.237



Model Q:
Formula: C7H9N3O
Source: the OMol25 dataset
Level of theory: wB97M-V/def2-TZVPD

Its frontier orbital gap is 9.7 eV. Its SMILES is CCO[C@@H](C#N)n1ccnc1. Its LUMO energy is 0.2 eV. As for the multiplicity: 1.

Each line ends with the Mulliken charge.
Geometry (Å):
C -2.105 -0.636 -0.060  -0.839
C -1.042 -1.755 -0.214  -0.388
O 0.160 -1.460 -0.748  -0.373
C 1.410 -0.733 0.013  0.302
C 2.556 -0.711 -0.813  -0.079
N 3.487 -0.931 -1.424  -0.367
N 0.920 0.549 0.370  0.214
C 0.710 1.475 -0.636  -0.296
C 0.180 2.591 -0.085  -0.353
N -0.080 2.374 1.268  -0.526
C 0.295 1.129 1.467  -0.135
H -2.093 -0.119 -1.063  0.223
H -3.057 -1.218 0.178  0.350
H -1.704 0.219 0.537  0.205
H -1.506 -2.588 -0.746  0.404
H -0.909 -2.253 0.792  0.269
H 1.502 -1.500 0.863  0.348
H 1.340 1.372 -1.545  0.294
H -0.073 3.636 -0.523  0.345
H 0.010 0.560 2.369  0.401



Question: which arrangement is favored energetically? Ranking from most to least stable: model Q, model P.



Model P:
Formula: C8H12N3
Source: the OMol25 dataset
Level of theory: wB97M-V/def2-TZVPD

Its frontier orbital gap is 8.3 eV. Its LUMO energy is -5.1 eV. Its net charge is +1. As for the multiplicity: 1.

Each line ends with the Mulliken charge.
Geometry (Å):
C 1.555 -1.423 -1.113  -0.266
C 0.399 -1.336 -1.477  0.188
C 1.475 0.462 0.601  -0.079
C 0.758 1.097 -0.489  0.564
C 2.660 -1.338 -0.212  -0.539
C -0.802 -0.644 -1.087  0.629
C 1.265 2.378 -1.013  -1.255
C -1.192 -1.371 1.906  -1.135
N 2.335 -0.440 0.756  -0.396
N -0.383 0.610 -0.828  -0.344
N -2.090 -0.986 -1.141  -0.272
H 1.265 0.922 1.561  0.441
H 2.725 -2.255 0.301  0.310
H 3.774 -1.335 -0.643  0.338
H 2.328 2.518 -0.857  0.397
H 0.718 3.169 -0.491  0.340
H 0.866 2.462 -2.079  0.340
H -1.984 -0.892 1.502  0.397
H -0.960 -0.690 2.775  0.327
H -1.525 -2.260 2.647  0.304
H -2.620 -0.190 -0.830  0.299
H -0.400 -2.311 1.700  0.147
H -2.515 -1.779 -1.599  0.265



Model Q:
Formula: C8H12N3
Source: the OMol25 dataset
Level of theory: wB97M-V/def2-TZVPD

Its frontier orbital gap is 8.3 eV. Its LUMO energy is -3.6 eV. Its net charge is +1. As for the multiplicity: 1.

Each line ends with the Mulliken charge.
Geometry (Å):
C -1.277 -1.824 -1.051  -0.842
C -0.449 -0.993 -1.682  -0.028
C 0.860 1.377 0.677  0.499
C 0.115 0.404 0.185  -0.028
C -1.728 -1.550 0.361  1.028
C 1.789 1.740 -0.568  -0.468
C 1.166 1.793 2.121  -1.502
C -2.824 -2.447 0.892  -1.279
N -1.289 -0.570 1.011  -0.576
N 0.159 0.086 -1.110  -0.159
N 1.305 0.807 -1.692  -0.105
H -1.627 -2.656 -1.487  0.428
H -0.272 -1.318 -2.753  0.329
H 1.578 2.888 -0.721  0.278
H 2.845 1.620 -0.123  0.326
H 2.068 2.231 2.275  0.483
H 1.117 0.944 2.679  0.425
H 0.508 2.524 2.494  0.337
H -2.680 -3.440 0.454  0.365
H -3.677 -1.966 0.762  0.353
H -2.726 -2.479 1.932  0.407
H 1.031 1.144 -2.586  0.373
H 2.118 0.320 -2.064  0.357



Question: which arrangement is favored energetically? Ranking from most to least stable: model Q, model P.



Model P:
Formula: H10NaO5
Source: the OMol25 dataset
Level of theory: wB97M-V/def2-TZVPD

Its frontier orbital gap is 12.1 eV. Its LUMO energy is -3.6 eV. Its net charge is +1. As for the multiplicity: 1.

Each line ends with the Mulliken charge.
Geometry (Å):
Na 25.421 -20.926 1.248  0.891
O 23.797 -18.740 1.181  -0.609
H 24.237 -17.875 1.311  0.310
H 22.984 -18.599 1.661  0.299
O 25.362 -22.128 3.289  -0.680
H 25.608 -21.639 4.077  0.343
H 24.365 -22.141 3.254  0.346
O 26.008 -19.103 2.653  -0.659
H 25.068 -19.061 2.470  0.463
H 26.405 -18.475 2.030  0.296
O 23.599 -21.808 0.511  -0.591
H 23.694 -21.948 -0.444  0.309
H 22.746 -22.069 0.720  0.264
O 26.115 -20.109 -0.949  -0.600
H 25.264 -19.715 -1.199  0.330
H 26.639 -19.520 -1.434  0.289



Model Q:
Formula: H10NaO5
Source: the OMol25 dataset
Level of theory: wB97M-V/def2-TZVPD

Its frontier orbital gap is 11.9 eV. Its LUMO energy is -3.3 eV. Its net charge is +1. As for the multiplicity: 1.

Each line ends with the Mulliken charge.
Geometry (Å):
Na -0.006 -0.207 -0.033  0.784
O 0.626 -2.312 -1.266  -0.583
H 0.983 -3.199 -1.233  0.306
H -0.192 -2.401 -1.754  0.318
O 1.217 1.533 -1.395  -0.520
H 1.334 1.474 -2.343  0.287
H 1.558 2.396 -1.164  0.282
O 1.973 -0.052 1.867  -0.603
H 2.389 0.616 2.412  0.307
H 1.294 -0.429 2.427  0.338
O -0.878 1.543 1.435  -0.531
H -1.808 1.425 1.624  0.297
H -0.629 2.323 1.930  0.282
O -2.287 -0.843 -0.640  -0.545
H -3.081 -0.308 -0.624  0.300
H -2.492 -1.557 -1.243  0.280



Question: which arrangement is favored energetically? Ranking from most to least stable: model Q, model P.



Model P:
Formula: C2H8S2
Source: the OMol25 dataset
Level of theory: wB97M-V/def2-TZVPD

Its frontier orbital gap is 9.6 eV. Its SMILES is CCS.S. Its LUMO energy is 0.6 eV. As for the multiplicity: 1.

Each line ends with the Mulliken charge.
Geometry (Å):
C -0.259 0.059 1.018  -1.057
C -0.933 -1.242 1.415  -0.403
S -0.301 -1.853 3.022  -0.244
H 0.824 0.056 1.038  0.336
H -0.699 0.798 1.693  0.298
H -0.624 0.365 0.037  0.298
H -2.021 -1.271 1.406  0.352
H -0.711 -2.002 0.659  0.306
H -1.369 -2.580 3.378  0.114
S 2.050 2.935 -4.307  -0.311
H 2.014 1.731 -3.713  0.154
H 2.028 3.004 -5.647  0.156



Model Q:
Formula: C2H8S2
Source: the OMol25 dataset
Level of theory: wB97M-V/def2-TZVPD

Its frontier orbital gap is 8.7 eV. Its SMILES is CSS.C. Its LUMO energy is 0.5 eV. As for the multiplicity: 1.

Each line ends with the Mulliken charge.
Geometry (Å):
C -1.508 -0.409 -1.012  -0.778
S -0.396 -1.348 -2.058  -0.053
S 0.922 -1.966 -0.552  -0.189
H -1.767 -0.995 -0.102  0.318
H -1.046 0.478 -0.532  0.200
H -2.426 -0.064 -1.462  0.338
H 1.561 -2.981 -1.215  0.143
C 1.004 1.449 1.365  -0.967
H 1.083 1.486 0.276  0.221
H 1.079 0.456 1.792  0.224
H 1.566 2.212 1.902  0.283
H -0.070 1.684 1.599  0.259



Model R:
Formula: C2H8S2
Source: the OMol25 dataset
Level of theory: wB97M-V/def2-TZVPD

Its frontier orbital gap is 9.8 eV. Its SMILES is CS.CS. Its LUMO energy is 0.9 eV. As for the multiplicity: 1.

Each line ends with the Mulliken charge.
Geometry (Å):
C -1.111 -0.970 1.414  -0.670
S 0.537 -0.286 1.842  -0.163
H -1.810 -0.144 1.376  0.248
H -1.031 -1.447 0.444  0.139
H -1.408 -1.695 2.159  0.357
H 0.844 -1.206 2.764  0.095
C 0.408 -0.516 -2.081  -0.785
S -0.225 1.100 -1.538  -0.200
H 0.610 -0.509 -3.146  0.343
H 1.320 -0.771 -1.548  0.292
H -0.347 -1.258 -1.848  0.231
H 0.895 1.769 -1.839  0.113



Question: which arrangement is favored energetically? Ranking from most to least stable: model R, model Q, model P.



Model P:
Formula: C4H4ClNOS
Source: the OMol25 dataset
Level of theory: wB97M-V/def2-TZVPD

Its frontier orbital gap is 8.2 eV. Its LUMO energy is -0.9 eV. As for the multiplicity: 1.

Each line ends with the Mulliken charge.
Geometry (Å):
C 0.946 -1.429 0.644  -0.539
C 0.361 -0.555 -0.067  0.215
C 0.390 -1.744 2.017  0.436
C 0.139 0.255 -1.164  -0.283
N -1.064 0.026 1.483  -0.500
O -0.594 -0.925 2.405  -0.135
S 0.898 -2.797 3.140  -0.284
Cl -0.453 -0.717 -2.589  -0.170
H 1.707 -2.197 0.417  0.364
H 1.074 0.702 -1.512  0.308
H -0.504 1.106 -0.944  0.318
H -0.595 0.959 1.537  0.270



Model Q:
Formula: C4H4ClNOS
Source: the OMol25 dataset
Level of theory: wB97M-V/def2-TZVPD

Its frontier orbital gap is 9.3 eV. Its SMILES is Cc1nc(Cl)c(O)s1. Its LUMO energy is 0.5 eV. As for the multiplicity: 1.

Each line ends with the Mulliken charge.
Geometry (Å):
C 2.142 0.863 -0.045  -0.952
C 0.841 0.149 -0.204  0.594
N -0.174 0.896 -0.166  -0.447
C -1.368 0.265 -0.062  -0.023
Cl -2.789 1.258 -0.098  -0.183
C -1.338 -1.071 0.176  0.446
O -2.159 -2.049 0.424  -0.504
S 0.567 -1.570 -0.130  -0.193
H 1.938 2.007 -0.129  0.268
H 2.257 0.630 1.022  0.259
H 2.985 0.662 -0.603  0.369
H -2.902 -2.040 -0.184  0.364



Question: which arrangement is favored energetically? Ranking from most to least stable: model Q, model P.



Model P:
Formula: CH2BrClN2O
Source: the OMol25 dataset
Level of theory: wB97M-V/def2-TZVPD

Its frontier orbital gap is 8.8 eV. Its LUMO energy is -0.3 eV. As for the multiplicity: 1.

Each line ends with the Mulliken charge.
Geometry (Å):
C 1.979 -0.986 -0.660  0.396
N 0.981 -1.572 -0.426  -0.359
N -1.191 0.017 -0.700  -0.397
O 3.061 -0.597 -0.722  -0.421
Cl -0.802 1.595 -0.555  0.119
Br -2.842 -0.532 -0.094  -0.059
H -0.804 1.981 0.760  0.277
H 0.046 -1.325 -0.306  0.445



Model Q:
Formula: CH2BrClN2O
Source: the OMol25 dataset
Level of theory: wB97M-V/def2-TZVPD

Its frontier orbital gap is 9.1 eV. Its LUMO energy is 0.1 eV. As for the multiplicity: 1.

Each line ends with the Mulliken charge.
Geometry (Å):
C 1.701 0.908 -0.052  0.451
N 0.617 0.503 -0.301  -0.494
N -1.343 -0.635 0.836  -0.547
O 2.735 1.307 0.183  -0.345
Cl -0.746 -1.869 -0.111  0.031
Br -2.821 0.159 -0.100  -0.034
H 0.257 -0.820 -0.666  0.432
H -0.400 0.446 0.211  0.506



Question: which arrangement is favored energetically? Ranking from most to least stable: model Q, model P.